Here is a cluster of 3 separate species, C38H72Cl2N6O9PS2 in total at a distorted geometry from OMol25. Energies are from wB97M-V/def2-TZVPD.

```
130
Properties=species:S:1:pos:R:3:forces:R:3
C 3.417076 3.211617 1.413223 1.18 -0.71 -0.02
C 3.201187 2.271472 0.120728 0.48 0.60 -0.92
C 1.800592 2.584819 -0.661694 1.12 -0.21 2.31
Cl 2.127599 3.721516 -2.109722 -0.23 -0.84 0.94
C 0.978145 1.285200 -1.094073 -2.19 0.99 -2.26
C 1.523489 0.671908 -2.474952 0.68 0.07 -0.78
C 3.089951 0.520656 -2.670957 0.45 -0.72 -0.51
C 3.804219 -0.705809 -1.920330 1.11 0.24 -1.47
C 5.104990 -1.091386 -2.833028 0.11 0.55 0.14
C 6.406824 -1.448101 -1.969694 -0.61 -0.91 -1.16
C 6.034776 -2.545945 -0.841590 0.89 0.55 0.02
C 6.085110 -1.797912 0.572922 -0.28 1.00 0.00
S 6.290272 -2.977367 2.028115 -0.27 1.42 1.20
C 5.683809 -1.925437 3.445521 -3.53 1.68 -1.00
N 4.381602 -1.306447 3.329359 4.95 -1.87 1.54
N 4.187341 -0.573548 4.467414 5.53 -1.49 2.33
C 5.375983 -0.758025 5.266751 -3.47 0.57 -2.53
O 6.347579 -1.600822 4.650615 -3.72 1.35 -1.17
O -0.302360 1.849158 -1.552902 0.85 -1.66 0.12
P -1.743116 1.372552 -0.702406 -0.18 2.51 0.72
N -1.153045 2.562269 0.534152 0.84 0.36 2.13
C -3.026922 0.961293 0.674572 -2.58 -1.32 0.98
C -4.271633 0.071356 0.306006 -3.91 -2.32 -0.49
C -5.685567 0.710110 0.028687 0.02 -2.87 -0.24
C -6.950840 -0.092394 -0.324573 2.54 -1.91 0.37
C -6.923826 -1.651053 -0.424955 3.79 2.52 1.16
C -5.563223 -2.325466 -0.114698 -0.71 3.48 -0.12
C -4.272248 -1.500552 0.239022 -2.31 0.72 -0.62
C -2.963744 -2.354097 0.542348 -0.59 0.60 1.09
C -2.626425 0.489073 -2.158706 -0.80 -0.65 -1.45
Cl -1.563789 0.373599 -3.710203 -0.34 -0.42 0.65
C -3.908543 1.317838 -2.736549 0.05 -0.79 -0.62
C -4.987617 0.271282 -3.308449 -0.54 0.16 0.15
O -0.918720 -0.043352 -0.050240 2.71 1.87 -1.56
C 0.532296 0.172952 -0.013917 -1.38 -1.99 0.58
S 0.939827 0.388266 1.804024 0.55 1.22 0.35
C 1.024906 -1.371112 -0.225883 0.21 0.47 0.23
O 0.256365 -2.139424 0.785257 0.87 0.93 -1.01
N 0.449396 -3.459787 0.617581 -1.34 -0.44 1.90
O -0.157510 -4.024780 1.491219 1.01 -0.06 -1.39
H 2.735309 4.123618 1.432499 0.76 -1.34 0.02
H 3.363746 2.583890 2.380597 -0.29 1.14 -1.46
H 4.509612 3.590616 1.370883 -1.75 -0.42 0.14
H 3.286683 1.156466 0.370855 -0.30 1.69 -0.14
H 4.078914 2.512490 -0.593795 -1.45 -0.48 1.00
H 1.240680 3.271503 0.076684 0.20 -1.56 -1.59
H 1.042338 -0.340248 -2.758529 0.60 1.67 0.81
H 1.150370 1.390718 -3.299156 0.55 -1.08 1.58
H 3.718766 1.455265 -2.439293 -1.21 -1.27 -0.27
H 3.266389 0.333270 -3.801786 -0.46 0.29 1.70
H 3.181162 -1.666267 -1.879811 0.62 1.66 0.27
H 4.178206 -0.345762 -0.905980 -0.72 -0.77 -1.16
H 5.342101 -0.207918 -3.541373 -0.24 -1.33 1.24
H 4.831987 -1.965614 -3.525160 0.39 1.10 1.07
H 7.156735 -1.938704 -2.702369 -0.99 0.90 1.21
H 6.888498 -0.501370 -1.563570 -0.80 -1.33 -0.37
H 5.019898 -3.022196 -1.084793 1.53 0.68 0.63
H 6.861765 -3.348345 -0.898880 -1.40 1.06 0.37
H 5.149413 -1.181749 0.817632 1.24 -1.07 -0.58
H 6.960177 -1.054545 0.566657 -1.14 -1.27 0.09
H 5.458415 -0.210655 6.263454 0.53 -1.35 -1.62
H -2.420844 2.554773 -1.236628 0.11 -0.36 0.09
H -1.227997 2.216962 1.500096 0.03 0.23 -0.45
H -1.685430 3.441134 0.512888 0.21 -0.70 -0.26
H -2.459534 0.395907 1.509464 -0.79 0.91 -1.47
H -3.403709 1.924670 1.177158 0.28 -1.39 -1.10
H -5.790262 1.849391 0.066226 0.26 -1.82 -0.01
H -7.950103 0.434502 -0.549401 1.87 -0.76 0.46
H -7.854403 -2.235061 -0.709780 1.43 0.83 0.51
H -5.515968 -3.466301 -0.155996 0.14 1.82 0.11
H -2.253236 -2.416691 -0.348056 -0.99 0.13 1.25
H -2.424322 -1.840880 1.425582 -0.55 -0.78 -1.62
H -3.240747 -3.402929 0.942080 0.33 1.60 -0.96
H -2.878640 -0.616004 -1.965468 0.18 1.77 -0.26
H -3.586550 1.974760 -3.631030 -0.21 -0.97 1.67
H -4.364684 2.026749 -1.975071 0.62 -1.17 -0.72
H -4.911382 0.118591 -4.449871 0.09 0.23 1.82
H -4.887982 -0.744943 -2.784757 -0.20 1.48 -0.77
H -6.045001 0.657565 -3.083301 1.45 -0.61 -0.40
H 0.975800 1.767536 2.079386 -0.15 -1.33 -0.92
H 2.118528 -1.528896 0.051429 -1.39 0.32 -0.69
H 0.713221 -1.800929 -1.231679 0.63 0.88 1.19
C 7.059425 6.363848 -3.197474 0.07 -0.17 -0.24
O 8.377115 5.856886 -3.350955 -0.17 0.24 0.35
C 9.157626 5.950647 -2.158021 0.39 -0.43 -0.22
C 9.444764 4.557507 -1.597570 -0.53 0.24 -0.06
N 8.233329 3.950185 -1.046609 0.30 -0.06 -0.06
C 8.383312 2.531280 -0.718958 -0.29 0.08 -0.18
C 8.653351 1.561750 -1.880527 -0.20 -0.19 0.34
O 7.563229 1.430800 -2.786048 0.52 0.23 0.01
C 7.525348 2.413620 -3.810735 -0.35 -0.26 -0.04
H 6.587602 6.380496 -4.182210 0.12 -0.04 0.07
H 6.465977 5.716715 -2.546072 -0.11 0.15 0.10
H 7.073033 7.383230 -2.801510 -0.05 -0.03 0.06
H 8.688228 6.594910 -1.407246 -0.13 -0.14 -0.06
H 10.107929 6.411805 -2.442239 0.02 0.01 0.04
H 10.200161 4.635469 -0.809026 -0.03 -0.03 0.00
H 9.856446 3.951054 -2.411603 0.23 0.10 -0.08
H 7.480779 4.043955 -1.719862 0.07 0.03 0.10
H 7.449283 2.223469 -0.237607 0.07 -0.09 -0.03
H 9.174022 2.420919 0.031287 0.05 0.03 -0.08
H 8.794864 0.567737 -1.442490 -0.02 0.03 -0.02
H 9.582857 1.786827 -2.414490 -0.06 0.16 -0.10
H 8.523047 2.749612 -4.104447 0.00 0.06 0.11
H 6.912680 3.259705 -3.498791 0.10 0.21 -0.11
H 7.041904 1.970316 -4.684596 0.04 -0.06 0.10
C -10.867290 -1.303650 2.268469 0.12 -0.27 -0.26
O -9.771624 -2.159423 1.990621 -0.23 0.34 0.32
C -8.717495 -2.052922 2.951781 0.45 -0.54 -0.18
C -8.607932 -3.341847 3.766222 -0.44 0.41 -0.05
N -9.747615 -3.494451 4.673106 0.20 -0.19 -0.03
C -9.828379 -4.815970 5.297527 -0.31 0.16 -0.18
C -10.068297 -6.020631 4.374020 -0.10 -0.13 0.46
O -11.351243 -6.027381 3.756296 0.41 0.04 -0.14
C -11.432279 -5.277407 2.552914 -0.34 -0.20 0.11
H -11.553657 -1.347767 1.419657 0.12 -0.04 0.03
H -11.405959 -1.636573 3.160531 -0.06 0.18 0.12
H -10.536831 -0.268727 2.394544 -0.04 0.01 0.08
H -8.836187 -1.178476 3.600093 -0.18 -0.10 -0.01
H -7.791155 -1.921429 2.385693 -0.01 0.04 0.01
H -7.682606 -3.320389 4.350199 -0.05 -0.02 0.00
H -8.551218 -4.176421 3.059285 0.22 0.03 -0.13
H -10.605061 -3.332879 4.156740 0.12 0.02 0.05
H -10.657426 -4.772454 6.011269 0.04 -0.13 -0.02
H -8.918995 -4.988746 5.883298 0.03 0.00 -0.11
H -10.038561 -6.917561 5.001780 -0.06 0.04 -0.03
H -9.273951 -6.150249 3.631410 -0.06 0.17 -0.11
H -10.490773 -5.274562 1.998305 0.02 0.10 0.09
H -11.754225 -4.257635 2.765259 0.13 0.17 -0.18
H -12.199678 -5.733682 1.922751 0.05 -0.06 0.08
```
Positions in Å, forces in eV/Å.

Summary:
total charge: -1
strongest force on any atom: 6.2 eV/A
highest occupied orbital energy: -0.176 hartree
multiplicity: 1

Here are the Löwdin charges for atoms 1 to 99, given in e: C -0.130; C -0.276; C -0.521; Cl 0.562; C -0.392; C -0.169; C -0.206; C -0.189; C -0.202; C -0.206; C -0.235; C -0.473; S 0.855; C -0.522; N -0.005; N 0.001; C -0.102; O -0.030; O -0.375; P 0.534; N -0.163; C -0.234; C -0.147; C -0.056; C -0.109; C -0.103; C -0.053; C -0.164; C -0.102; C -0.629; Cl 0.517; C -0.329; C -0.145; O -0.344; C -0.567; S 0.794; C -0.142; O -0.190; N -0.045; O 0.004; H 0.076; H 0.067; H 0.068; H 0.074; H 0.081; H 0.084; H 0.100; H 0.097; H 0.083; H 0.116; H 0.104; H 0.083; H 0.098; H 0.114; H 0.116; H 0.076; H 0.117; H 0.107; H 0.065; H 0.083; H 0.131; H 0.043; H -0.006; H 0.034; H 0.093; H 0.091; H 0.091; H 0.082; H 0.076; H 0.082; H 0.076; H 0.083; H 0.081; H 0.059; H 0.086; H 0.072; H 0.070; H 0.064; H 0.059; H -0.098; H 0.109; H 0.133; C -0.109; O -0.201; C -0.212; C -0.212; N -0.050; C -0.193; C -0.222; O -0.206; C -0.086; H 0.090; H 0.079; H 0.086; H 0.121; H 0.117; H 0.120; H 0.101; H 0.069